This record from the OMol25 dataset describes a structure of composition C20H25BeF15N2O16 at a distorted geometry. The level of theory is ωB97M-V/def2-TZVPD.

```
79
Properties=species:S:1:pos:R:3:forces:R:3
Be 10.592 5.610 -3.977 0.3 -0.2 0.2
N 8.711 3.953 -2.537 -0.7 0.8 -0.8
O 8.459 4.353 -3.719 0.3 0.1 -0.5
O 9.813 4.345 -2.101 1.4 0.4 0.3
O 7.901 3.324 -1.874 0.6 0.2 -0.3
N 12.856 6.870 -5.321 0.9 -1.4 0.0
O 11.898 7.544 -4.885 -1.3 -0.1 0.9
O 12.610 5.662 -5.636 -0.4 0.0 0.6
O 13.992 7.306 -5.394 -0.5 0.4 -0.3
C 12.715 4.272 1.463 -0.2 0.9 -0.2
C 12.360 4.509 0.008 -0.3 -0.4 1.0
O 13.606 4.884 -0.634 -0.5 -0.7 0.5
C 13.562 5.234 -1.879 0.5 0.9 -0.4
O 12.594 5.301 -2.593 -0.1 -0.1 -0.3
C 14.982 5.752 -2.321 -0.7 -0.6 -1.1
F 14.937 7.076 -2.399 0.3 0.3 0.8
F 15.993 5.319 -1.549 -0.6 0.5 -0.1
F 15.198 5.333 -3.564 0.2 -0.5 -0.1
H 11.799 4.123 2.035 0.0 -0.5 0.0
H 13.154 5.175 1.888 0.4 -0.2 0.0
H 13.395 3.423 1.497 0.0 0.0 0.4
H 11.606 5.281 -0.141 0.2 0.1 -0.2
H 11.939 3.561 -0.330 0.3 0.2 -0.9
C 11.034 6.757 -10.226 0.6 0.9 -0.3
C 11.277 6.113 -8.884 -0.9 0.4 0.0
O 10.192 5.189 -8.720 -1.7 -1.7 1.9
C 9.658 4.942 -7.481 1.7 0.6 -1.1
O 9.998 5.446 -6.448 -0.3 0.2 -0.1
C 8.643 3.792 -7.473 -0.4 -0.8 -1.2
F 9.241 2.660 -7.091 0.4 0.0 0.7
F 7.632 4.054 -6.652 0.2 0.0 -0.3
F 8.187 3.497 -8.706 -0.4 0.7 0.3
H 11.786 7.549 -10.282 -0.1 0.1 -0.3
H 10.055 7.223 -10.336 0.0 0.0 0.5
H 11.144 6.142 -11.118 0.2 -0.4 0.3
H 11.180 6.832 -8.068 0.4 0.1 -0.1
H 12.226 5.580 -8.834 -0.1 0.0 0.1
C 8.425 6.071 0.455 -0.1 0.8 -0.5
C 8.214 7.004 -0.762 -1.3 -0.7 0.7
O 9.118 8.116 -0.719 -0.2 1.0 0.2
C 10.127 8.170 -1.533 0.6 -1.3 -0.5
O 10.512 7.232 -2.204 0.0 0.4 -0.5
C 10.866 9.553 -1.580 -0.2 -1.1 2.1
F 12.124 9.423 -1.139 0.1 -0.3 -0.5
F 10.845 9.940 -2.819 0.0 1.0 -0.5
F 10.304 10.424 -0.706 -0.2 -0.1 -1.1
H 8.089 6.643 1.321 0.3 0.0 0.2
H 9.473 5.798 0.562 -0.1 -0.1 0.0
H 7.793 5.185 0.440 0.1 -0.1 -0.5
H 7.234 7.466 -0.640 0.1 0.2 0.2
H 8.130 6.561 -1.754 0.9 -0.3 0.1
C 5.603 7.265 -3.173 1.1 0.4 -1.1
C 6.050 6.517 -4.434 0.1 -1.4 0.9
O 6.556 7.364 -5.463 -0.2 1.8 -1.4
C 7.839 7.679 -5.519 -0.2 -0.5 2.2
O 8.674 7.223 -4.770 0.1 0.1 -0.4
C 8.204 8.825 -6.495 0.1 0.0 0.9
F 7.405 9.893 -6.345 -0.4 -0.6 -0.5
F 9.417 9.255 -6.197 0.4 -0.2 -0.2
F 8.194 8.346 -7.735 -0.2 0.3 -0.4
H 4.862 8.017 -3.442 0.1 0.2 0.2
H 6.551 7.695 -2.850 -0.4 0.7 0.5
H 5.223 6.644 -2.364 0.0 -0.4 -0.3
H 5.208 5.974 -4.861 0.3 -0.1 -0.3
H 6.899 5.868 -4.219 -0.5 -0.5 0.3
C 12.356 2.126 -8.663 0.0 -1.0 1.5
C 12.429 2.783 -7.290 0.3 0.8 -0.8
O 12.238 1.819 -6.210 -0.7 0.5 0.5
C 11.755 2.277 -5.040 1.2 0.6 -1.4
O 11.263 3.345 -4.829 -0.5 0.5 0.0
C 12.108 1.370 -3.876 -1.4 -1.0 1.0
F 11.068 1.341 -3.008 0.2 0.1 -0.4
F 12.326 0.114 -4.249 0.4 0.0 -0.1
F 13.146 1.835 -3.198 0.5 0.1 -0.2
H 12.984 1.235 -8.614 0.1 0.0 -0.4
H 12.712 2.798 -9.440 -0.2 0.0 0.0
H 11.326 1.798 -8.796 0.0 0.1 -0.5
H 11.706 3.595 -7.320 -0.1 -0.2 0.9
H 13.403 3.239 -7.119 0.0 0.0 0.1
```
Positions in Å, forces in eV/Å.

Values from the calculation:
Spin multiplicity ... 1
Lowest unoccupied orbital energy ... -0.0217 Eh
Energy above the lowest of the compared OMol25 structures with the same formula, charge and spin ... 34.2 kcal per mole
Electronic energy ... -98042.424 eV
Strongest force on any atom ... 0.05853 Eh/bohr
HOMO ... -9.2 eV
Net charge ... 0

***

This record from the OMol25 dataset describes a structure of composition C37H38Cl2CuO2P2 at a distorted geometry. The level of theory is ωB97M-V/def2-TZVPD.

```
82
Properties=species:S:1:pos:R:3:forces:R:3
Cu 2.110 -1.105 2.162 -0.4 0.1 -0.2
C -2.878 0.235 5.705 -0.3 -0.5 -1.1
C -2.883 0.123 4.374 -0.2 0.4 -0.4
C -3.449 1.294 3.561 -0.2 -0.3 0.0
C -2.227 2.096 3.076 -0.3 -1.5 -0.2
C -1.402 2.852 4.070 -0.7 -0.4 0.0
C -1.998 3.473 5.090 0.7 0.5 1.4
C -3.067 2.995 6.043 -1.9 -0.5 0.1
C -3.497 1.455 6.343 0.2 0.3 0.6
C 3.004 -0.990 0.526 0.2 -0.5 -0.4
H -2.639 -0.637 6.341 0.3 0.8 -0.3
H -2.393 -0.685 3.768 -0.9 0.7 1.3
H -4.129 1.930 4.148 0.2 -0.4 -0.2
H -4.076 0.910 2.711 0.8 0.3 0.5
H -1.660 1.289 2.634 0.8 0.2 -0.7
H -2.512 2.828 2.308 0.1 -0.2 0.0
H -0.331 2.893 3.867 -0.3 1.2 -0.5
H -1.725 4.504 5.387 1.0 -0.9 0.3
H -3.987 3.528 5.692 0.2 -0.4 0.7
H -2.855 3.384 7.071 0.1 0.0 -1.1
H -3.363 1.249 7.408 0.0 0.6 0.1
H -4.583 1.392 6.201 0.1 0.1 -0.1
H 3.654 -1.882 0.644 0.1 0.6 -0.1
H 3.506 -0.024 0.337 -0.2 -0.8 0.3
H 2.264 -1.218 -0.250 0.1 0.2 0.2
P 0.283 -2.213 -2.033 -0.6 -0.6 -0.3
P 2.168 0.268 -2.557 0.0 0.7 -1.3
C -0.406 -0.678 -2.622 0.6 2.0 -0.6
C 0.410 0.325 -3.028 -1.0 -1.1 0.2
C -0.394 -3.179 -3.522 0.2 0.0 0.2
C -1.426 -2.762 -4.389 -0.1 -0.6 -0.1
C -1.904 -3.623 -5.389 0.4 0.0 0.3
C -1.321 -4.881 -5.578 0.2 0.3 0.4
C -0.199 -5.231 -4.814 -0.2 0.1 -0.2
C 0.274 -4.380 -3.813 -0.4 0.1 0.0
C -0.950 -2.388 -0.661 -0.2 -0.1 -0.3
C -0.844 -1.542 0.461 -0.1 -0.6 0.0
C -1.723 -1.697 1.530 -0.3 -0.2 -0.2
C -2.799 -2.589 1.426 0.1 -0.2 -0.1
C -2.943 -3.378 0.280 0.0 0.1 0.1
C -2.011 -3.289 -0.754 0.0 0.1 0.3
C 2.708 0.762 -4.300 0.0 0.1 0.3
C 2.376 -0.043 -5.412 0.2 0.4 0.2
C 2.688 0.394 -6.704 0.1 0.1 0.3
C 3.300 1.639 -6.900 -0.2 -0.1 0.2
C 3.583 2.448 -5.798 0.1 -0.2 -0.1
C 3.331 1.994 -4.504 -0.2 0.0 -0.2
C 2.219 1.896 -1.679 0.4 0.1 0.0
C 3.395 2.178 -0.956 -0.5 0.3 -0.2
C 3.531 3.395 -0.285 -0.2 -0.1 -0.1
C 2.494 4.337 -0.330 0.2 -0.2 -0.1
C 1.353 4.089 -1.098 0.2 -0.2 0.2
C 1.203 2.861 -1.746 0.4 0.2 0.1
H -1.494 -0.634 -2.738 0.3 0.1 -0.2
H 0.062 1.142 -3.683 0.0 -0.3 0.6
H -1.887 -1.779 -4.331 0.1 -0.3 0.2
H -2.738 -3.302 -6.012 0.2 -0.1 0.1
H -1.737 -5.573 -6.311 0.2 0.2 0.1
H 0.308 -6.174 -5.001 -0.1 0.1 0.0
H 1.165 -4.647 -3.240 -0.3 0.0 -0.1
H -0.093 -0.753 0.514 0.1 -0.2 -0.1
H -1.573 -1.130 2.447 0.1 -0.1 -0.6
H -3.530 -2.682 2.232 0.3 0.1 -0.2
H -3.785 -4.067 0.173 0.3 0.3 0.2
H -2.114 -3.889 -1.658 0.0 0.0 0.3
H 1.851 -0.990 -5.271 0.2 0.2 0.0
H 2.443 -0.230 -7.563 0.1 0.1 0.2
H 3.537 1.978 -7.909 -0.1 -0.1 0.3
H 3.986 3.449 -5.937 0.1 -0.2 0.0
H 3.568 2.627 -3.645 -0.1 -0.2 -0.4
H 4.203 1.446 -0.949 -0.1 0.2 0.0
H 4.454 3.605 0.253 -0.3 0.0 0.0
H 2.587 5.267 0.227 0.0 -0.1 -0.2
H 0.582 4.856 -1.204 0.2 -0.3 0.2
H 0.307 2.693 -2.339 0.2 0.0 0.2
Cl 2.759 0.524 6.085 -0.3 -0.3 0.5
C 1.949 -1.066 6.025 0.5 -0.7 -0.7
Cl 0.424 -1.150 6.940 0.4 0.1 -0.2
C 1.679 -1.419 4.512 -0.6 0.6 0.3
O 1.643 -2.588 4.070 0.4 1.6 0.6
O 1.501 -0.337 3.816 0.1 -1.4 0.1
H 2.665 -1.781 6.456 -0.5 0.2 -0.1
```
Positions in Å, forces in eV/Å.

Values from the calculation:
Spin multiplicity ... 2
Lowest unoccupied orbital energy (spin up / spin down) ... 0.0203 / -0.0862 Eh
Electronic energy ... -131336.534 eV
Strongest force on any atom ... 0.04298 Eh/bohr
HOMO (spin up / spin down) ... -8.0 / -8.0 eV
Net charge ... 0

***

This record from the OMol25 dataset describes a structure of composition C30H43Cl4GeIN4O2RhSSi3 at a distorted geometry. The level of theory is ωB97M-V/def2-TZVPD.

```
90
Properties=species:S:1:pos:R:3:forces:R:3
Rh 0.057 -0.516 -0.692 0.3 -0.9 0.9
Cl 6.660 -2.920 -1.035 0.1 0.1 0.0
C 5.304 -1.912 -0.719 0.2 0.1 0.2
C 5.419 -0.751 0.140 -0.4 -0.2 -0.1
Cl 6.985 -0.467 0.799 0.0 0.1 0.0
C 4.361 0.078 0.458 -0.1 -0.1 0.0
Cl 6.308 2.559 2.070 0.3 -0.1 0.0
C 3.104 -0.328 -0.037 0.0 -0.1 -0.2
O 1.952 0.244 0.272 -0.1 -0.1 -0.2
C 2.969 -1.433 -0.979 0.1 0.4 0.3
O 1.850 -1.654 -1.499 -0.7 0.1 -0.5
C 4.107 -2.221 -1.283 0.2 -0.1 -0.1
Cl 3.898 -3.549 -2.366 0.0 0.0 0.0
N -4.087 -1.150 -1.829 -0.1 -0.1 0.1
C -2.764 -0.981 -2.060 -0.1 0.0 0.0
N -2.064 -1.066 -0.963 0.3 0.5 0.1
C -2.971 -1.305 0.070 0.1 -0.1 -0.1
C -2.762 -1.511 1.432 0.1 0.0 0.0
C -3.874 -1.719 2.224 0.0 0.0 0.0
C -5.169 -1.735 1.678 0.1 0.0 0.0
C -5.383 -1.567 0.324 -0.1 0.0 0.0
C -4.258 -1.355 -0.466 0.1 0.0 -0.1
H -4.806 -1.139 -2.528 -0.1 0.0 -0.1
H -2.349 -0.790 -3.041 0.0 0.0 0.1
H -1.758 -1.530 1.843 -0.1 0.0 0.0
H -3.748 -1.883 3.288 0.0 0.0 -0.1
H -6.014 -1.899 2.334 0.0 0.0 0.0
H -6.380 -1.605 -0.100 0.1 0.0 0.0
C 1.402 4.468 -2.569 0.1 -0.1 -0.2
Si 0.135 4.303 -1.221 0.3 0.0 0.3
C 0.326 5.768 -0.076 -0.1 0.1 0.1
C -1.639 4.153 -1.779 -0.2 -0.2 -0.1
Ge 0.829 2.299 0.196 -0.5 0.2 -0.1
Si -0.525 2.968 2.512 -0.2 0.1 0.4
C -2.375 2.981 2.236 -0.1 -0.1 -0.3
C -0.026 1.576 3.648 0.2 -0.2 -0.2
C -0.019 4.616 3.222 0.1 0.2 -0.2
Si 4.397 1.902 1.408 -0.4 0.4 0.2
C 3.294 3.446 1.969 -0.3 0.0 -0.2
C 3.874 0.955 3.029 0.3 0.0 -0.1
C 4.508 2.635 -0.411 0.3 -0.2 0.1
H 1.212 5.378 -3.152 0.0 -0.1 0.1
H 1.401 3.610 -3.245 0.0 0.2 0.1
H 2.399 4.544 -2.122 -0.1 0.0 -0.1
H 0.311 6.692 -0.669 0.0 -0.1 0.1
H 1.279 5.725 0.462 -0.1 0.0 0.0
H -0.483 5.823 0.658 0.1 0.0 -0.2
H -1.929 5.040 -2.357 0.1 -0.1 0.1
H -2.306 4.071 -0.914 0.0 0.1 -0.1
H -1.776 3.267 -2.407 0.0 0.2 0.1
H -2.750 2.000 1.927 0.0 0.1 0.1
H -2.660 3.711 1.470 0.0 -0.1 0.1
H -2.871 3.261 3.172 0.1 0.0 -0.1
H 0.043 0.615 3.127 0.0 0.1 0.1
H -0.769 1.480 4.449 0.0 0.1 -0.1
H 0.951 1.776 4.096 -0.1 0.0 0.0
H -0.337 5.450 2.592 0.0 -0.1 0.2
H 1.061 4.688 3.363 -0.1 0.0 0.0
H -0.510 4.718 4.201 0.0 -0.1 -0.1
H 2.454 3.131 2.604 0.1 0.1 0.0
H 2.899 4.036 1.129 0.1 0.0 0.2
H 3.940 4.104 2.567 -0.1 -0.1 -0.1
H 3.976 1.606 3.909 -0.1 -0.1 -0.1
H 4.484 0.055 3.181 -0.1 0.1 0.0
H 2.822 0.644 2.929 0.1 0.0 0.0
H 4.845 3.679 -0.369 -0.1 -0.1 0.0
H 3.509 2.600 -0.881 0.2 0.0 0.0
H 5.201 2.068 -1.048 -0.1 0.2 0.1
N 0.325 -3.233 -3.139 -0.1 0.0 0.1
C -0.327 -3.933 -2.196 -0.1 -0.1 0.0
S -0.278 -3.466 -0.579 -0.2 -0.1 0.1
N -0.989 -5.020 -2.682 -0.2 -0.1 0.3
C -1.862 -5.986 -2.103 0.1 0.1 0.0
C -2.571 -5.827 -0.915 0.1 0.0 -0.1
C -3.406 -6.848 -0.474 0.0 0.0 0.0
C -3.554 -8.020 -1.198 0.0 0.0 0.0
C -2.865 -8.168 -2.393 0.0 0.0 0.0
C -2.031 -7.158 -2.842 0.1 0.0 0.0
H 1.060 -2.616 -2.812 0.1 0.2 0.1
H 0.404 -3.585 -4.078 0.0 0.0 -0.1
H -0.734 -5.259 -3.624 0.0 -0.1 -0.2
H -2.468 -4.925 -0.339 0.0 0.1 0.1
H -3.947 -6.718 0.455 0.0 0.0 0.0
H -4.199 -8.813 -0.838 0.0 0.1 0.0
H -2.972 -9.074 -2.976 0.0 0.0 0.0
H -1.492 -7.278 -3.779 0.0 0.0 0.1
I 0.161 0.963 -2.944 0.1 0.1 -0.4
C -0.759 1.066 0.266 0.4 0.0 0.0
H -1.627 1.496 -0.228 0.0 0.0 -0.1
H -1.031 0.661 1.245 0.1 -0.1 -0.1
```
Positions in Å, forces in eV/Å.

Values from the calculation:
Spin multiplicity ... 6
Lowest unoccupied orbital energy (spin up / spin down) ... -0.0224 / -0.0992 Eh
Electronic energy ... -194044.981 eV
Strongest force on any atom ... 0.02573 Eh/bohr
HOMO (spin up / spin down) ... -6.7 / -6.7 eV
Net charge ... 0

***

This record from the OMol25 dataset describes a cluster of 2 separate species, C3H8NOS in total at a distorted geometry. The level of theory is ωB97M-V/def2-TZVPD.

```
14
Properties=species:S:1:pos:R:3:forces:R:3
C -0.156 3.717 -0.799 -1.4 0.4 2.3
C 0.297 -1.640 -1.104 -1.4 -0.2 2.4
C -0.048 -2.259 1.268 1.8 -0.6 0.5
N 0.136 -1.330 0.137 -0.2 1.2 -0.2
O -0.523 2.501 -0.655 0.9 2.9 -2.2
S -0.042 1.648 0.649 0.7 -0.8 2.4
H 0.276 4.348 0.077 -0.1 -1.7 -1.5
H -0.626 4.303 -1.577 0.2 -0.5 -0.7
H 0.253 -0.717 -1.711 0.6 -1.2 -0.6
H 0.230 -2.755 -1.303 0.3 1.7 -0.7
H -0.942 -2.925 1.314 0.0 1.5 -0.2
H 0.729 -3.013 1.099 0.2 0.1 0.4
H 0.246 -1.694 2.209 -0.9 -0.9 -1.1
H 0.171 -0.184 0.396 -0.6 -1.9 -1.0
```
Positions in Å, forces in eV/Å.

Values from the calculation:
Spin multiplicity ... 1
Lowest unoccupied orbital energy (spin up / spin down) ... -0.1902 / -0.1903 Eh
Energy above the lowest of the compared OMol25 structures with the same formula, charge and spin ... 90.9 kcal per mole
Electronic energy ... -17602.491 eV
Strongest force on any atom ... 0.07290 Eh/bohr
HOMO (spin up / spin down) ... -12.9 / -12.9 eV
Net charge ... +1